99
Properties=species:S:1:pos:R:3 method="wB97M-V/def2-TZVPD" charge=+2 homo_lumo_gap_ev=5.7 total_energy_ha=-6828.78491
Cu 2.893 -0.423 1.477
Cu 2.459 -2.850 -0.707
C -0.843 -0.727 4.607
C -0.734 -0.582 3.106
C -1.599 -1.584 2.301
C -1.013 -2.996 2.191
N -1.808 -3.971 1.364
C -3.273 -3.941 1.770
C -3.771 -5.435 1.716
C -2.610 -6.217 1.169
C -1.482 -5.426 1.744
C -1.709 -3.673 -0.100
H -0.565 -1.731 4.952
H -1.879 -0.719 4.948
H -0.124 -0.041 5.052
H 0.336 -0.583 2.840
H -1.065 0.406 2.787
H -1.636 -1.052 1.348
H -2.588 -1.578 2.758
H -0.827 -3.429 3.175
H 0.020 -2.924 1.837
H -3.825 -3.131 1.300
H -3.394 -3.753 2.836
H -4.707 -5.653 1.199
H -4.003 -5.750 2.733
H -2.564 -6.396 0.095
H -2.564 -7.222 1.593
H -0.545 -5.676 1.242
H -1.437 -5.655 2.806
H -2.092 -2.661 -0.197
H -2.304 -4.402 -0.642
H -0.657 -3.723 -0.375
C 0.320 0.228 -0.417
O 1.036 -0.919 -0.025
H 0.891 0.769 -1.180
H -0.628 -0.087 -0.868
H 0.124 0.925 0.403
C 0.417 -3.043 -4.383
C 1.428 -3.537 -5.373
C 2.762 -2.817 -5.021
S 2.328 -1.158 -4.322
O 2.546 -0.148 -5.350
O 2.923 -1.075 -3.001
C 0.551 -1.526 -4.124
H 0.570 -3.651 -3.487
H -0.618 -3.149 -4.710
H 1.268 -3.341 -6.432
H 1.719 -4.569 -5.188
H 3.591 -2.595 -5.688
H 3.149 -3.395 -4.178
H 0.000 -0.917 -4.836
H 0.267 -1.291 -3.098
C 6.364 2.769 -1.941
C 5.072 2.566 -2.755
C 4.084 1.773 -1.878
S 4.325 2.417 -0.172
O 4.181 1.257 0.703
O 3.466 3.584 -0.176
C 6.063 2.886 -0.406
H 6.792 3.729 -2.229
H 7.123 2.074 -2.297
H 5.264 2.001 -3.666
H 4.711 3.537 -3.092
H 4.499 0.764 -1.798
H 3.015 1.653 -2.033
H 6.744 2.306 0.213
H 6.164 3.930 -0.116
O -0.378 2.725 6.188
C -0.040 2.781 5.038
O 1.249 2.847 4.659
C 1.407 2.916 3.236
C -0.023 3.073 2.676
C -0.919 3.091 3.884
H 1.594 1.894 2.890
H 2.211 3.619 3.052
H -0.228 2.218 2.035
H -0.005 3.963 2.044
H -1.734 2.361 3.860
H -1.445 4.038 4.001
O -3.540 0.978 2.455
C -3.951 1.683 1.557
O -5.240 2.011 1.527
C -5.524 2.944 0.494
C -4.173 3.490 0.025
C -3.159 2.385 0.480
H -6.062 3.804 0.890
H -6.046 2.393 -0.285
H -3.728 4.361 0.502
H -4.208 3.622 -1.055
H -2.193 2.798 0.759
H -2.950 1.685 -0.334
Cl -0.857 3.602 -4.590
C -0.579 3.527 -2.811
C -0.222 4.888 -2.288
Cl -0.536 5.016 -0.521
H 0.260 2.853 -2.651
H -1.482 3.127 -2.357
H -0.856 5.672 -2.700
H 0.759 5.186 -2.661


22
Properties=species:S:1:pos:R:3 method="wB97M-V/def2-TZVPD" charge=+1 homo_lumo_gap_ev="6.0 / 6.0" total_energy_ha=-458.62409 relative_energy_kcal_mol=129.44
C -2.483 -1.072 0.622
C -1.300 -1.730 0.245
C -2.673 0.296 0.434
C -0.343 -0.984 -0.446
C -0.773 0.264 -0.760
C -1.793 1.102 -0.335
C 2.269 -0.801 -0.511
C 0.975 -1.521 -0.829
C 3.121 1.117 0.704
N 2.142 0.203 0.200
N -2.158 2.422 -0.558
H -3.254 -1.673 1.142
H -1.099 -2.744 0.575
H -3.700 0.719 0.659
H 3.317 -1.190 -0.687
H 0.988 -2.370 -0.153
H 1.291 -1.916 -1.831
H 4.092 0.687 0.381
H 2.968 1.181 1.816
H 2.848 2.131 0.200
H -2.919 2.792 -0.021
H -1.515 3.088 -0.848


103
Properties=species:S:1:pos:R:3 method="wB97M-V/def2-TZVPD" charge=+2 homo_lumo_gap_ev=6.0 total_energy_ha=-3645.10974 relative_energy_kcal_mol=18.30
Au -1.516 -0.420 0.255
C 2.005 1.929 -5.170
C 2.812 1.407 -4.168
C 2.310 1.253 -2.886
C 0.999 1.624 -2.588
C 0.196 2.152 -3.598
C 0.699 2.303 -4.880
P 0.307 1.284 -0.946
C -0.748 2.729 -0.639
C -2.071 2.600 -1.069
C -2.947 3.675 -1.015
C -2.505 4.893 -0.524
C -1.199 5.022 -0.066
C -0.327 3.949 -0.116
C 1.680 1.347 0.232
C 2.681 2.309 0.200
C 3.679 2.320 1.163
C 3.686 1.361 2.165
C 2.697 0.387 2.196
C 1.697 0.350 1.215
Si 0.536 -1.094 1.393
C 0.932 -2.776 0.731
C 0.585 -3.858 1.562
C 0.927 -5.158 1.224
C 1.609 -5.409 0.041
C 1.911 -4.360 -0.813
C 1.552 -3.059 -0.494
P 1.754 -1.680 -1.658
C 3.304 -1.980 -2.535
C 4.444 -1.422 -1.950
C 5.693 -1.620 -2.514
C 5.815 -2.367 -3.678
C 4.688 -2.920 -4.271
C 3.439 -2.735 -3.698
C 0.458 -2.102 -2.878
C 0.444 -1.525 -4.148
C -0.600 -1.810 -5.016
C -1.593 -2.745 -4.706
C -1.612 -3.282 -3.441
C -0.692 -2.822 -2.480
C -0.017 -1.225 3.174
C 0.772 -1.866 4.140
C 0.379 -1.890 5.467
C -0.808 -1.281 5.861
C -1.595 -0.635 4.926
C -1.195 -0.613 3.592
P -2.143 0.281 2.351
C -1.834 2.021 2.681
C -2.798 3.001 2.454
C -2.534 4.315 2.806
C -1.306 4.660 3.351
C -0.326 3.695 3.536
C -0.587 2.376 3.205
C -3.895 -0.061 2.576
C -4.596 0.587 3.599
C -5.922 0.270 3.840
C -6.559 -0.689 3.061
C -5.870 -1.333 2.045
C -4.541 -1.022 1.803
H 2.394 2.060 -6.170
H 3.835 1.124 -4.381
H 2.953 0.860 -2.116
H -0.826 2.452 -3.394
H 0.070 2.723 -5.654
H -2.411 1.671 -1.516
H -3.961 3.565 -1.375
H -3.175 5.741 -0.494
H -0.856 5.973 0.320
H 0.688 4.075 0.239
H 2.686 3.058 -0.584
H 4.449 3.079 1.134
H 4.462 1.365 2.918
H 2.732 -0.350 2.988
H 0.059 -3.696 2.492
H 0.667 -5.971 1.887
H 1.881 -6.421 -0.226
H 2.417 -4.559 -1.751
H 4.354 -0.824 -1.047
H 6.571 -1.189 -2.052
H 6.788 -2.517 -4.124
H 4.783 -3.504 -5.176
H 2.573 -3.183 -4.169
H 1.241 -0.867 -4.471
H -0.612 -1.330 -5.985
H -2.327 -3.023 -5.448
H -2.391 -3.970 -3.140
H -0.630 -3.398 -1.562
H 1.696 -2.357 3.864
H 0.995 -2.394 6.199
H -1.119 -1.314 6.895
H -2.515 -0.161 5.241
H -3.759 2.745 2.025
H -3.291 5.071 2.653
H -1.112 5.686 3.633
H 0.633 3.963 3.957
H 0.171 1.624 3.384
H -4.115 1.346 4.203
H -6.458 0.773 4.631
H -7.595 -0.930 3.249
H -6.365 -2.078 1.438
H -4.012 -1.542 1.013
O -2.211 -0.565 -2.640
C -1.711 -1.155 -1.791